(1)
15
Properties=species:S:1:pos:R:3:forces:R:3 method="wB97M-V/def2-TZVPD" smiles="CN(C)N(N)N=O" orbital_gap_ev=9.5 e_above_lowest_kj_mol=674.87 homo_ev=-8.8165
C 0.892685 -0.568662 1.300694 0.7 2.2 0.5
N 0.482094 0.161591 0.091642 -3.2 0.5 2.1
C 0.861966 -0.384453 -1.141016 1.5 -4.2 -0.9
N -1.192389 0.417905 0.117795 6.0 3.0 -1.7
N -1.309112 1.735118 -0.307669 -0.4 1.7 1.6
N -2.225680 -0.264535 0.120851 -2.3 -3.3 1.1
O -2.162131 -1.440643 0.518509 0.2 1.0 -0.8
H 0.373220 -1.490587 1.498687 -0.5 -0.1 0.2
H 1.919275 -0.810269 1.070228 0.6 -0.2 0.2
H 0.929881 0.202952 2.179506 -0.4 -1.7 -1.4
H 1.878155 -0.182944 -1.467559 0.3 1.2 0.5
H 1.034785 -1.538963 -1.104356 -1.1 1.3 -0.1
H 0.248165 -0.160887 -1.982786 -0.8 0.3 -0.3
H -1.008127 2.024663 -1.230690 0.1 -1.2 -0.4
H -0.722783 2.299716 0.336167 -0.7 -0.6 -0.5

=====

(2)
25
Properties=species:S:1:pos:R:3:forces:R:3 method="wB97M-V/def2-TZVPD" smiles=CCCN.O.O.O.O orbital_gap_ev=10.1 e_above_lowest_kj_mol=29.80 homo_ev=-9.7393
C 1.024825 2.361661 -1.644080 -0.6 1.1 -1.5
C -0.365208 2.765719 -1.133174 0.3 -1.7 1.7
C -0.731416 1.782147 0.010202 -0.5 0.8 0.6
N -0.943257 0.391249 -0.373234 -0.1 0.0 -0.3
H 1.813175 2.256232 -0.904739 -0.1 0.3 0.3
H 1.272564 3.124789 -2.390872 0.6 -0.1 0.2
H 1.012709 1.450917 -2.239317 -0.2 -0.3 0.2
H -0.423719 3.751071 -0.675183 0.3 0.3 -0.3
H -1.137383 2.688917 -1.896169 0.1 0.1 -0.3
H -1.580014 2.166338 0.591630 -0.4 -0.3 -0.5
H 0.006480 1.808173 0.817625 0.5 -0.1 -0.4
H -0.082767 0.025395 -0.766158 0.1 -0.2 0.0
H -1.557518 0.338967 -1.182193 -0.3 0.1 0.2
O -0.502521 -2.764269 0.372769 0.1 -0.5 0.4
H 0.240710 -3.124401 0.868569 0.1 -0.2 -0.1
H -1.089857 -2.570200 1.131747 0.1 0.4 -0.3
O -1.487528 -1.154935 2.370878 -0.4 0.2 -0.1
H -1.633588 -0.822058 1.469155 -0.2 0.2 0.0
H -0.653584 -0.696969 2.548929 0.1 -0.3 0.1
O 1.713515 -2.144320 -1.617322 -0.3 -0.3 0.3
H 1.347340 -2.869196 -2.137490 0.2 0.1 -0.4
H 1.214983 -2.288477 -0.799345 -0.1 0.3 0.0
O 0.997436 -0.351832 1.726466 0.9 0.0 0.2
H 1.784570 -0.856432 1.959108 0.0 0.1 0.2
H 1.048662 -0.293120 0.769431 -0.2 0.0 -0.1

=====

(3)
15
Properties=species:S:1:pos:R:3:forces:R:3 method="wB97M-V/def2-TZVPD" orbital_gap_ev=7.8 e_above_lowest_kj_mol=531.73 homo_ev=-7.8322
H 0.999982 1.213718 -0.746133 0.2 0.6 -0.1
H 0.068959 2.168770 -0.017357 0.0 0.8 -0.5
H 1.069094 -2.445830 3.255982 0.1 0.1 0.1
H 1.671411 -1.352942 2.388314 0.1 0.4 0.0
H 0.652362 -0.012080 0.669881 0.1 -0.3 0.6
H 0.803590 1.174566 1.607455 0.5 -0.7 0.2
H -2.893087 1.094535 -1.321132 0.0 0.0 0.1
H -1.594328 1.392714 -0.590136 -0.2 0.0 -0.1
H -0.955475 -1.484348 -2.274118 0.0 0.0 0.0
H -0.907929 -1.899351 -3.735471 0.1 0.0 0.0
O 0.991763 1.894423 -0.063810 -2.7 8.9 -8.1
O 1.537753 -1.605265 3.308888 -0.1 -0.3 0.0
O 1.311944 0.587480 1.036583 2.0 -9.5 8.0
O -2.412221 0.888866 -0.511529 0.2 0.0 -0.1
O -0.343819 -1.615256 -3.007418 -0.2 0.1 0.0

=====

(4)
65
Properties=species:S:1:pos:R:3:forces:R:3 method="wB97M-V/def2-TZVPD" orbital_gap_ev="5.1 / 4.8" e_above_lowest_kj_mol=113.42 spin_multiplicity=2 homo_ev="-13.8088 / -13.7209" total_charge=+2 s_squared=0.787
Ce 0.133525 -0.141655 0.626773 0.1 0.2 0.6
P -2.534647 0.664001 -0.254000 -1.1 0.2 -0.4
C -2.190648 1.309147 -1.937160 -0.1 0.4 -0.4
C -0.767954 1.406378 -2.459175 -0.2 0.4 -0.4
N 0.294084 1.098640 -1.678253 0.0 0.1 -0.2
C 1.533603 1.374394 -2.157079 0.2 0.5 0.0
C 1.710984 2.038150 -3.365663 0.6 -0.4 0.1
C 0.643573 2.295471 -4.205280 -0.8 -0.4 0.0
C -0.629911 1.935029 -3.755800 0.7 -0.2 0.4
C 2.767380 1.104750 -1.306939 0.0 0.0 0.1
P 2.843755 -0.485564 -0.331866 1.0 0.7 -0.9
H -1.501325 2.061334 -4.389586 0.0 0.1 0.2
H 2.727064 2.292351 -3.653132 -0.2 0.0 -0.1
H 0.787702 2.721591 -5.201687 0.0 0.0 0.4
H 3.669887 1.092933 -1.935093 -0.3 0.2 0.1
H 2.887819 1.932584 -0.588165 0.0 -0.1 -0.2
H -2.791801 0.729739 -2.641993 0.0 0.1 -0.1
H -2.608633 2.339973 -1.960266 0.2 -0.6 -0.1
H -1.793934 -3.706664 -3.340527 -0.1 0.0 0.0
O -1.463537 -3.843654 -4.231682 0.2 0.2 0.0
H -1.128699 -2.985058 -4.520430 -0.1 -0.2 0.0
H 0.068753 -1.762837 1.744586 -0.1 -0.7 0.7
O 0.377047 -2.170650 -0.046612 -0.8 0.6 -0.2
H 0.303038 -3.014393 -0.538910 0.1 0.4 0.8
C 3.205471 -1.649627 -1.684335 -0.4 -0.3 0.0
H 4.095263 -1.321625 -2.241852 -0.2 -0.1 0.2
H 3.365322 -2.642875 -1.241238 0.0 0.2 -0.3
H 2.348011 -1.691665 -2.366739 0.2 -0.1 0.1
C 4.502374 -0.343478 0.407719 0.1 0.1 0.5
H 4.655181 -1.197720 1.078392 0.0 0.1 -0.1
H 5.284417 -0.361577 -0.363752 -0.3 0.1 0.2
H 4.587240 0.564032 1.015890 0.0 -0.2 -0.2
C -3.755625 1.893141 0.329178 0.2 0.4 0.6
H -4.747358 1.744798 -0.130990 0.5 0.0 0.0
H -3.854967 1.806403 1.415920 -0.1 0.0 -0.2
H -3.386229 2.908573 0.124064 -0.2 -0.3 0.0
C -3.660035 -0.752221 -0.554083 0.3 -0.4 0.1
H -3.769625 -1.308519 0.388931 0.0 0.1 -0.3
H -4.653449 -0.402763 -0.877248 0.4 -0.1 0.0
H -3.213409 -1.418219 -1.307418 -0.3 0.1 0.2
C 2.396485 1.341493 2.748778 -0.2 -0.2 -0.4
Si 0.771236 1.440987 3.691459 0.6 0.6 1.4
C 0.955652 0.538810 5.314869 0.0 0.0 -0.2
C 0.392782 3.242828 3.942981 0.1 0.1 -0.1
N -0.478362 0.654821 2.790094 0.2 -1.7 -2.0
C -1.747140 0.412983 3.297816 -0.5 0.5 -0.2
C -2.313105 -0.884293 3.253601 0.0 0.4 -0.6
C -3.658489 -1.065934 3.553209 0.0 -0.1 -0.1
C -4.442109 0.006577 3.983876 0.1 0.0 0.0
C -3.879925 1.282598 4.106112 1.1 -0.2 -0.3
C -2.538868 1.508557 3.748233 -0.7 -1.0 0.3
H 3.112476 1.909169 3.363270 -0.1 -0.2 -0.2
H 2.388595 1.828913 1.760420 0.1 0.0 0.1
H 2.791201 0.320339 2.640147 0.0 0.2 0.1
H 1.732088 1.032143 5.916256 -0.2 -0.2 0.0
H 0.011545 0.548510 5.877040 0.3 0.0 -0.1
H 1.248732 -0.506930 5.142062 -0.1 0.2 0.1
H 0.181497 3.733171 2.982608 0.0 0.0 0.2
H -0.455361 3.403550 4.619500 0.3 0.1 -0.1
H 1.290130 3.701726 4.383303 -0.3 0.1 -0.1
H -1.671620 -1.714419 2.913644 -0.3 0.3 0.4
H -4.080078 -2.065454 3.447665 0.0 0.3 0.2
H -5.488367 -0.152523 4.239832 0.3 0.0 0.0
H -4.460278 2.108755 4.484811 -0.2 0.1 -0.1
H -2.107022 2.501774 3.776015 -0.1 -0.1 0.0

=====

(5)
12
Properties=species:S:1:pos:R:3:forces:R:3 method="wB97M-V/def2-TZVPD" smiles="C=NC.SS" orbital_gap_ev=9.8 e_above_lowest_kj_mol=174.35 homo_ev=-9.5784
C -0.124654 -2.036608 1.325974 -1.9 -2.5 -2.8
N -0.764973 -2.370406 0.251995 2.0 2.0 1.6
C -1.160708 -3.679775 0.040078 -1.9 -5.1 -1.0
H 0.155590 -1.053486 1.378162 0.8 2.4 0.5
H 0.134377 -2.740497 2.092126 0.1 -0.4 0.6
H -2.089763 -3.704534 -0.663129 1.5 0.1 1.3
H -1.490878 -4.281315 1.007115 0.7 1.2 -1.6
H -0.419058 -4.468301 -0.546017 -1.3 2.5 1.5
S -0.456958 1.734708 -0.795770 0.8 -0.1 0.2
S 1.448394 2.313057 -0.044115 -1.2 -0.6 0.0
H -0.241839 0.407785 -1.022141 0.1 0.5 0.1
H 1.155579 1.967266 1.231787 0.2 0.2 -0.3

=====

Copy entry 3 word for word.
15
Properties=species:S:1:pos:R:3:forces:R:3 method="wB97M-V/def2-TZVPD" orbital_gap_ev=7.8 e_above_lowest_kj_mol=531.73 homo_ev=-7.8322
H 0.999982 1.213718 -0.746133 0.2 0.6 -0.1
H 0.068959 2.168770 -0.017357 0.0 0.8 -0.5
H 1.069094 -2.445830 3.255982 0.1 0.1 0.1
H 1.671411 -1.352942 2.388314 0.1 0.4 0.0
H 0.652362 -0.012080 0.669881 0.1 -0.3 0.6
H 0.803590 1.174566 1.607455 0.5 -0.7 0.2
H -2.893087 1.094535 -1.321132 0.0 0.0 0.1
H -1.594328 1.392714 -0.590136 -0.2 0.0 -0.1
H -0.955475 -1.484348 -2.274118 0.0 0.0 0.0
H -0.907929 -1.899351 -3.735471 0.1 0.0 0.0
O 0.991763 1.894423 -0.063810 -2.7 8.9 -8.1
O 1.537753 -1.605265 3.308888 -0.1 -0.3 0.0
O 1.311944 0.587480 1.036583 2.0 -9.5 8.0
O -2.412221 0.888866 -0.511529 0.2 0.0 -0.1
O -0.343819 -1.615256 -3.007418 -0.2 0.1 0.0